ORCA calculation (ωB97M-V/def2-TZVPD) on 10 unconnected molecules or ions with the total composition C40H110N10O10 in a non-equilibrium geometry.

electronic energy	-78628.706	eV
LUMO energy (spin up / spin down)	0.080 / 0.080	Eh
M	891.38	g mol⁻¹
frontier orbital gap (spin up / spin down)	1.238 / 8.508	eV
relative energy (zero: lowest compared OMol25 entry of this formula, charge and spin)	57.6	kcal/mol
charge	-1
multiplicity	2

Structure (XYZ):
```
170
C40H110N10O10, DFT ωB97M-V/def2-TZVPD
C 2.11191 -3.56178 -2.49484
C 2.74364 -3.92103 -1.10157
C 4.27219 -3.90714 -1.06626
O 4.83524 -4.96832 -1.78707
C 5.97390 -4.49186 -2.58387
N 2.25744 -2.84368 -0.22043
H 2.29837 -4.35033 -3.22389
H 2.69583 -2.70307 -2.82613
H 1.06244 -3.27182 -2.44352
H 2.32874 -4.87977 -0.79048
H 4.67436 -4.13472 -0.07906
H 4.59687 -2.90647 -1.35146
H 6.37740 -5.37112 -3.08604
H 6.73280 -4.03027 -1.95212
H 5.75980 -3.67553 -3.27369
H 2.49460 -3.04006 0.74148
H 1.26506 -2.65804 -0.24885
C -1.88949 3.02094 1.95145
C -1.17131 4.15511 2.64434
C -0.16847 4.91490 1.77965
O 1.00179 4.15422 1.58698
C 2.09504 4.81755 1.05826
N -2.10725 5.03635 3.25218
H -1.22375 2.19461 1.70234
H -2.45136 3.30710 1.06235
H -2.64009 2.46735 2.51558
H -0.71993 3.75901 3.55400
H -0.02100 5.93631 2.13047
H -0.77048 5.14471 0.90052
H 2.46150 4.21884 0.22438
H 2.77007 4.79542 1.91379
H 1.94490 5.85736 0.76782
H -1.63731 5.72658 3.82036
H -2.78403 4.59033 3.85480
C 1.15367 0.94479 0.13055
C 0.88091 0.33082 -1.27030
C -0.35017 -0.60203 -1.28003
O -0.15936 -1.72888 -0.43433
C -1.30437 -2.61285 -0.12472
N 0.72884 1.38599 -2.24804
H 0.31711 1.32843 0.71457
H 1.86375 1.76612 0.03403
H 1.53206 0.18522 0.81464
H 1.80179 -0.15231 -1.59690
H -0.33369 -1.00056 -2.29442
H -1.28491 -0.05977 -1.13751
H -1.69545 -2.92382 -1.09346
H -2.06552 -2.10509 0.46768
H -1.02801 -3.42061 0.55296
H 0.40714 0.86121 -3.04881
H 1.67094 1.61395 -2.53188
C 5.04767 2.87796 -4.20698
C 4.76374 1.72038 -3.24211
C 6.02976 1.24481 -2.51748
O 5.56055 0.14593 -1.65756
C 6.70077 -0.61206 -1.23116
N 3.83064 2.22298 -2.25041
H 5.81433 2.51290 -4.89041
H 5.50030 3.73777 -3.71308
H 4.14402 3.17346 -4.74008
H 4.14860 0.93012 -3.67244
H 6.50087 1.92825 -1.81104
H 6.76407 0.95055 -3.26735
H 7.63800 -0.07926 -1.07052
H 6.97744 -1.17355 -2.12350
H 6.40927 -1.32443 -0.45936
H 4.13944 1.57111 -1.54343
H 4.19670 3.09625 -1.89899
C -3.42845 -5.23525 2.27400
C -4.94697 -5.08325 2.21725
C -5.68315 -6.47698 2.16628
O -5.48232 -7.12916 3.39314
C -6.31964 -8.17164 3.71716
N -5.24255 -4.45378 3.52389
H -3.18007 -6.03889 2.96723
H -2.91563 -4.29226 2.46342
H -3.10593 -5.60067 1.29904
H -5.17425 -4.41082 1.39003
H -5.36951 -7.08945 1.32093
H -6.74326 -6.23494 2.09084
H -7.35546 -7.85311 3.83425
H -5.98354 -8.74494 4.58114
H -6.24000 -8.83926 2.85923
H -4.97544 -5.24090 4.09765
H -4.55840 -3.71243 3.57333
C -1.60683 2.29462 -5.31992
C -2.19408 1.07198 -4.70684
C -1.36012 -0.24003 -4.93341
O -0.08195 0.02601 -4.44497
C 0.90609 -0.75870 -5.20939
N -2.41702 1.38325 -3.26346
H -0.77109 2.83463 -4.87491
H -2.29373 3.05111 -5.69940
H -1.17592 2.04157 -6.28862
H -3.20839 0.84267 -5.03347
H -1.49753 -0.55295 -5.96845
H -1.78132 -1.02453 -4.30473
H 0.53182 -1.65794 -5.69866
H 1.58784 -1.00687 -4.39593
H 1.36104 -0.15657 -5.99589
H -2.36648 0.50845 -2.76119
H -1.61554 1.75245 -2.77212
C -4.43611 1.66049 0.05124
C -4.22956 0.14688 0.01019
C -5.40076 -0.47717 0.79109
O -5.33509 -0.24164 2.19038
C -6.47256 -0.71289 2.90769
N -4.09827 -0.33581 -1.34274
H -4.62944 2.03580 1.05616
H -5.26461 1.82775 -0.63702
H -3.67273 2.34707 -0.31477
H -3.26246 -0.13462 0.42681
H -5.56656 -1.53154 0.56989
H -6.31517 -0.05983 0.36945
H -7.32461 -0.12663 2.56359
H -6.37576 -0.44578 3.96001
H -6.57127 -1.77017 2.66171
H -4.42064 0.39515 -1.96071
H -4.67899 -1.15638 -1.44034
C 2.87698 -0.29398 3.31909
C 4.35420 -0.16618 3.02039
C 5.15313 -1.47746 3.22633
O 6.42780 -1.17932 2.68346
C 7.25963 -2.26220 2.47902
N 4.44492 0.32469 1.61598
H 2.35340 -1.10359 2.81067
H 2.33520 0.65169 3.33598
H 2.82656 -0.56984 4.37241
H 4.65799 0.60931 3.72355
H 4.73578 -2.26562 2.59965
H 5.25189 -1.79001 4.26588
H 7.48450 -2.87972 3.34862
H 8.17823 -1.72747 2.23747
H 6.93510 -2.85128 1.62125
H 5.41391 0.14419 1.39556
H 4.02087 -0.30606 0.95082
C 1.84032 5.00858 -4.33950
C 1.37623 6.36279 -3.63953
C -0.20278 6.58542 -3.77830
O -0.56779 6.71228 -5.16038
C -1.92573 6.98247 -5.31199
N 1.72431 6.44912 -2.22341
H 1.26760 4.16166 -3.96159
H 2.90375 4.88040 -4.13756
H 1.76647 5.03452 -5.42668
H 1.88731 7.24005 -4.03617
H -0.59179 7.42559 -3.20309
H -0.70839 5.76059 -3.27619
H -2.67743 6.25155 -5.01396
H -2.14371 6.84643 -6.37127
H -2.28312 7.97510 -5.03801
H 1.36409 7.30332 -1.82254
H 1.21868 5.80563 -1.63151
C -1.43403 -2.65301 4.83232
C -2.76589 -1.96716 5.10217
C -2.55527 -0.53066 5.65004
O -3.78325 -0.04388 6.14468
C -3.84709 -0.28079 7.52307
N -3.48759 -2.05527 3.82709
H -1.63446 -3.57099 4.27983
H -1.08580 -3.01600 5.79932
H -0.72781 -1.91051 4.46077
H -3.33496 -2.53688 5.83680
H -2.25282 0.16575 4.86796
H -1.72767 -0.54453 6.35925
H -3.07454 0.24579 8.08341
H -3.79633 -1.36531 7.61979
H -4.82276 0.09670 7.82910
H -4.29148 -1.44430 3.85094
H -3.06469 -1.56945 3.04912
```


ORCA calculation (ωB97M-V/def2-TZVPD) on 3 unconnected molecules or ions with the total composition CH9N2O2 in a non-equilibrium geometry.

electronic energy	-8255.514	eV
LUMO energy (spin up / spin down)	0.024 / 0.023	Eh
M	81.09	g mol⁻¹
frontier orbital gap (spin up / spin down)	5.051 / 9.450	eV
relative energy (zero: lowest compared OMol25 entry of this formula, charge and spin)	17.9	kcal/mol
multiplicity	2

Structure (XYZ):
```
14
CH9N2O2, DFT ωB97M-V/def2-TZVPD
N 0.36899 -0.62496 -2.56901
C 0.95479 -0.39108 -1.34139
N 1.43031 -1.37059 -0.59766
H 0.56747 0.19020 -3.10114
H -0.34775 -1.35153 -2.57488
H 1.19463 0.61506 -1.11314
H 2.01369 -1.18092 0.22738
H 0.96538 -2.25104 -0.65309
H -4.37929 2.44173 1.81860
H -5.84553 2.21848 1.27855
O -4.96446 1.75582 1.40090
H 2.01588 0.30829 2.22689
H 3.34758 0.07053 2.80223
O 2.67832 -0.42998 2.19576
```


> multiplicity of number 2 (CH9N2O2)?

2


> Which of these has the lowest relative energy (zero: lowest compared OMol25 entry of this formula, charge and spin)?

CH9N2O2


Repeat the second record exactly.
ORCA calculation (ωB97M-V/def2-TZVPD) on 3 unconnected molecules or ions with the total composition CH9N2O2 in a non-equilibrium geometry.

electronic energy	-8255.514	eV
LUMO energy (spin up / spin down)	0.024 / 0.023	Eh
M	81.09	g mol⁻¹
frontier orbital gap (spin up / spin down)	5.051 / 9.450	eV
relative energy (zero: lowest compared OMol25 entry of this formula, charge and spin)	17.9	kcal/mol
multiplicity	2

Structure (XYZ):
```
14
CH9N2O2, DFT ωB97M-V/def2-TZVPD
N 0.36899 -0.62496 -2.56901
C 0.95479 -0.39108 -1.34139
N 1.43031 -1.37059 -0.59766
H 0.56747 0.19020 -3.10114
H -0.34775 -1.35153 -2.57488
H 1.19463 0.61506 -1.11314
H 2.01369 -1.18092 0.22738
H 0.96538 -2.25104 -0.65309
H -4.37929 2.44173 1.81860
H -5.84553 2.21848 1.27855
O -4.96446 1.75582 1.40090
H 2.01588 0.30829 2.22689
H 3.34758 0.07053 2.80223
O 2.67832 -0.42998 2.19576
```